Molecular formula: C16H17NO3S
Method: DFT, ωB97M-V with the def2-TZVPD basis set

Each line ends with the natural charge from an NBO analysis.
Atoms and positions in Å:
1 C 2.23 3.35 -1.31  -0.586
2 C 1.99 1.89 -1.10  0.077
3 C 3.38 1.24 -0.54  -0.189
4 C 3.20 -0.09 -0.43  -0.162
5 C 1.84 -0.61 -0.68  -0.203
6 C 0.77 -0.08 -1.15  0.061
7 N -0.34 -0.80 -1.57  -0.563
8 C -0.80 -1.87 -1.17  0.673
9 O -0.22 -2.60 -0.44  -0.618
10 C -2.32 -2.24 -1.31  -0.434
11 C -3.29 -1.01 -0.70  -0.518
12 S -3.05 -1.15 1.27  2.043
13 O -4.20 -0.25 1.58  -0.935
14 O -3.17 -2.60 1.64  -0.901
15 C -1.49 -0.46 1.54  -0.372
16 C -1.04 0.70 1.42  -0.235
17 C 0.08 1.19 1.70  -0.190
18 C 1.16 0.30 2.26  -0.152
19 C 0.62 -0.87 2.11  -0.200
20 C -0.59 -1.46 2.07  -0.082
21 C 0.79 1.17 -1.42  -0.292
22 H 2.71 3.75 -0.65  0.182
23 H 1.13 3.98 -1.60  0.183
24 H 2.96 3.45 -2.13  0.221
25 H 4.11 1.82 -0.61  0.181
26 H 4.00 -0.62 -0.27  0.196
27 H 1.84 -1.85 -0.55  0.261
28 H -1.09 0.03 -1.73  0.393
29 H -2.62 -3.01 -0.88  0.211
30 H -2.51 -2.25 -2.35  0.206
31 H -2.88 -0.11 -0.85  0.184
32 H -4.29 -1.26 -0.68  0.242
33 H -2.04 1.42 1.00  0.212
34 H 0.26 2.30 1.73  0.225
35 H 2.12 0.78 2.53  0.252
36 H 1.46 -1.69 2.60  0.180
37 H -0.79 -2.36 2.33  0.228
38 H 0.09 1.88 -1.67  0.225

## Properties
- strongest force on any atom (hartree/bohr) = 0.262
- SMILES string = Cc1cccc(NC(=O)CCS(=O)(=O)c2ccccc2)c1

Molecular formula: C4H9FInN4O2S
Method: DFT, ωB97M-V with the def2-TZVPD basis set

Each line ends with the natural charge from an NBO analysis.
Atoms and positions in Å:
1 C 1.39 -2.55 0.25  0.098
2 C 1.26 -1.41 0.69  0.057
3 N 1.11 -0.03 0.88  -0.496
4 C -0.27 0.43 1.00  -0.191
5 C -1.36 -0.21 -0.08  0.311
6 N -2.54 0.71 -0.04  -0.516
7 N -1.91 -1.54 0.35  -0.505
8 N -0.93 -0.25 -1.45  -0.559
9 S 2.12 0.91 -0.17  2.411
10 O 1.39 1.77 -1.14  -0.972
11 O 3.10 0.04 -0.73  -0.729
12 F 2.93 1.94 0.82  -0.398
13 H 1.52 -3.57 -0.21  0.353
14 H -0.28 1.55 0.88  0.281
15 H -0.65 0.22 2.05  0.331
16 H -2.94 0.74 0.92  0.426
17 H -2.24 1.66 -0.31  0.389
18 H -1.49 -2.25 -0.27  0.419
19 H -1.51 -1.70 1.29  0.399
20 H -0.07 -0.79 -1.61  0.411
21 H -0.91 0.67 -1.90  0.427
22 In 2.26 3.66 -1.22  1.053

## Properties
- strongest force on any atom (hartree/bohr) = 0.137
- charge = +3

Molecular formula: C3H8O
Method: DFT, ωB97M-V with the def2-TZVPD basis set

Each line ends with the natural charge from an NBO analysis.
Atoms and positions in Å:
1 C 0.68 -0.29 -0.96  -0.637
2 C -0.57 -0.21 -0.17  0.097
3 C -0.15 -0.01 1.37  -0.624
4 O -1.28 0.92 -0.69  -0.719
5 H 1.23 0.69 -0.88  0.189
6 H 1.29 -1.07 -0.38  0.212
7 H 0.64 -0.53 -2.04  0.225
8 H -1.21 -1.14 -0.32  0.181
9 H 0.49 0.82 1.36  0.199
10 H -1.03 0.11 2.01  0.219
11 H 0.41 -0.87 1.72  0.202
12 H -0.51 1.58 -1.02  0.456

## Properties
- strongest force on any atom (hartree/bohr) = 0.077
- SMILES string = CC(C)O

Molecular formula: C8H13F8N3O4
Method: DFT, ωB97M-V with the def2-TZVPD basis set

Each line ends with the natural charge from an NBO analysis.
Atoms and positions in Å:
1 F 1.80 -1.99 -2.74  -0.323
2 C 0.67 -1.30 -2.49  0.520
3 F -0.24 -1.64 -3.43  -0.324
4 C 0.91 0.22 -2.56  0.597
5 F 1.22 0.58 -3.82  -0.312
6 F -0.32 0.75 -2.27  -0.327
7 C 1.88 0.84 -1.56  -0.136
8 O 3.19 1.16 -2.02  -0.510
9 C 4.24 0.30 -1.93  0.851
10 F 3.95 -0.81 -1.24  -0.318
11 F 5.23 0.94 -1.25  -0.328
12 C 4.84 -0.02 -3.31  0.504
13 F 3.91 -0.57 -4.12  -0.319
14 F 5.84 -0.91 -3.15  -0.323
15 H 0.29 -1.57 -1.51  0.139
16 H 1.45 1.82 -1.34  0.246
17 H 1.90 0.30 -0.62  0.211
18 H 5.22 0.89 -3.77  0.149
19 N -3.43 -0.22 4.03  -0.842
20 C -3.26 -0.31 2.59  0.363
21 N -4.30 -1.25 2.13  -0.850
22 N -3.49 0.98 1.95  -0.880
23 C -1.81 -0.81 2.29  -0.096
24 O -1.14 -0.07 1.26  -0.515
25 C -0.61 1.13 1.56  0.990
26 O -0.10 1.81 0.72  -0.578
27 O -0.64 1.44 2.89  -0.737
28 H -2.55 -0.04 4.49  0.366
29 H -4.07 0.53 4.26  0.372
30 H -4.11 -1.56 1.18  0.355
31 H -4.30 -2.06 2.74  0.373
32 H -3.21 0.96 0.97  0.374
33 H -4.50 1.12 1.92  0.382
34 H -1.19 -0.82 3.19  0.201
35 H -1.85 -1.84 1.92  0.203
36 H -1.43 2.00 3.02  0.521

## Properties
- strongest force on any atom (hartree/bohr) = 0.012
- SMILES string = FC(F)C(F)(F)COC(F)(F)C(F)F.NC(N)(N)COC(=O)O

Molecular formula: C12H14N2O3
Method: DFT, ωB97M-V with the def2-TZVPD basis set

Each line ends with the natural charge from an NBO analysis.
Atoms and positions in Å:
1 C -0.86 2.13 4.40  -0.251
2 O -1.02 2.67 3.11  -0.494
3 C -0.34 2.10 2.07  0.287
4 C 0.49 0.99 2.18  -0.267
5 C 1.13 0.50 1.06  -0.197
6 C 0.96 1.09 -0.18  -0.050
7 C 1.65 0.55 -1.41  -0.528
8 C 0.57 -0.04 -2.29  0.723
9 O 0.02 0.56 -3.18  -0.593
10 N 0.17 -1.33 -2.00  -0.489
11 C -0.97 -1.87 -2.73  -0.214
12 C -1.22 -3.24 -2.08  -0.220
13 N -0.03 -3.41 -1.29  -0.617
14 C 0.74 -2.30 -1.17  0.801
15 O 1.74 -2.20 -0.51  -0.632
16 C 0.11 2.19 -0.29  -0.184
17 C -0.53 2.69 0.82  -0.252
18 H -1.47 2.75 5.06  0.199
19 H -1.20 1.10 4.45  0.174
20 H 0.19 2.19 4.72  0.176
21 H 0.66 0.51 3.13  0.211
22 H 1.78 -0.36 1.15  0.231
23 H 2.11 1.37 -1.97  0.237
24 H 2.39 -0.20 -1.14  0.264
25 H -0.72 -1.95 -3.79  0.210
26 H -1.82 -1.19 -2.64  0.223
27 H -2.12 -3.24 -1.46  0.191
28 H -1.31 -4.04 -2.83  0.202
29 H 0.14 -4.22 -0.72  0.415
30 H -0.04 2.65 -1.25  0.223
31 H -1.19 3.54 0.75  0.223

## Properties
- strongest force on any atom (hartree/bohr) = 0.010
- SMILES string = COc1ccc(CC(=O)N2CCNC2=O)cc1

Molecular formula: C45H90O45
Method: DFT, ωB97M-V with the def2-TZVPD basis set

Each line ends with the Löwdin charge.
Atoms and positions in Å:
1 C -5.56 11.21 -0.98  -0.013
2 O -5.36 9.76 -1.05  -0.012
3 C -4.28 9.24 -1.65  -0.600
4 O -3.49 9.81 -2.38  0.113
5 O -4.19 8.00 -1.21  0.003
6 C -3.11 7.11 -1.53  -0.020
7 H -6.61 11.43 -0.75  0.091
8 H -5.39 11.62 -1.98  0.088
9 H -4.88 11.67 -0.27  0.097
10 H -3.01 6.99 -2.61  0.089
11 H -3.34 6.12 -1.14  0.086
12 H -2.15 7.47 -1.16  0.099
13 C -2.17 4.07 2.18  -0.047
14 O -1.30 4.96 2.81  -0.003
15 C 0.05 4.74 2.87  -0.519
16 O 0.65 3.80 2.38  0.107
17 O 0.59 5.89 3.35  -0.023
18 C 1.95 5.95 3.78  -0.029
19 H -1.73 3.07 2.20  0.068
20 H -2.46 4.33 1.17  0.096
21 H -3.11 4.02 2.73  0.085
22 H 2.60 5.52 3.03  0.081
23 H 2.01 5.35 4.69  0.102
24 H 2.17 7.01 3.80  0.102
25 C 1.34 -8.59 -0.97  -0.033
26 O 0.40 -8.10 -0.05  -0.007
27 C 0.71 -7.34 0.98  -0.522
28 O 1.86 -6.92 1.30  0.072
29 O -0.43 -7.14 1.70  -0.027
30 C -0.43 -6.78 3.10  0.002
31 H 0.72 -9.24 -1.59  0.102
32 H 2.09 -9.24 -0.52  0.099
33 H 1.88 -7.83 -1.54  0.083
34 H 0.19 -7.52 3.61  0.099
35 H -1.46 -6.78 3.47  0.077
36 H -0.02 -5.80 3.34  0.080
37 C 4.80 -0.91 7.37  -0.026
38 O 3.93 0.07 6.81  0.004
39 C 3.85 0.34 5.53  -0.657
40 O 4.44 -0.28 4.66  0.115
41 O 2.99 1.28 5.36  0.030
42 C 2.79 1.81 4.07  -0.030
43 H 4.87 -0.73 8.44  0.094
44 H 5.82 -0.83 6.98  0.098
45 H 4.41 -1.92 7.21  0.090
46 H 1.96 2.51 4.03  0.072
47 H 2.67 1.09 3.27  0.088
48 H 3.74 2.30 3.81  0.103
49 C -0.27 1.33 0.25  -0.015
50 O -0.25 -0.01 -0.23  0.003
51 C 0.22 -0.92 0.59  -0.576
52 O 0.62 -0.72 1.74  0.073
53 O 0.02 -2.13 0.03  -0.002
54 C 0.36 -3.35 0.75  -0.009
55 H -0.88 1.38 1.15  0.079
56 H -0.70 2.03 -0.47  0.100
57 H 0.74 1.66 0.50  0.083
58 H 0.42 -4.13 -0.02  0.078
59 H -0.28 -3.66 1.57  0.082
60 H 1.34 -3.38 1.22  0.085
61 C 1.78 6.53 -1.59  -0.071
62 O 0.90 6.59 -2.65  0.008
63 C 0.60 7.79 -3.15  -0.594
64 O 1.06 8.92 -2.82  0.078
65 O -0.16 7.59 -4.17  0.015
66 C -0.84 8.68 -4.84  -0.005
67 H 1.38 6.35 -0.59  0.095
68 H 2.46 7.37 -1.52  0.104
69 H 2.31 5.62 -1.87  0.083
70 H -1.30 9.39 -4.15  0.091
71 H -1.58 8.31 -5.54  0.088
72 H -0.15 9.20 -5.51  0.095
73 C -2.66 -1.04 -1.96  -0.068
74 O -2.98 0.32 -1.90  0.001
75 C -2.48 1.21 -2.83  -0.530
76 O -1.97 0.90 -3.94  0.068
77 O -2.73 2.41 -2.43  0.014
78 C -2.18 3.52 -3.13  -0.007
79 H -2.56 -1.54 -0.99  0.088
80 H -1.82 -1.33 -2.59  0.063
81 H -3.45 -1.64 -2.41  0.096
82 H -2.97 4.26 -3.23  0.092
83 H -1.75 3.15 -4.07  0.082
84 H -1.47 4.05 -2.50  0.095
85 C -2.07 -6.16 -1.36  -0.037
86 O -1.90 -5.83 -2.75  -0.062
87 C -2.93 -6.18 -3.67  -0.399
88 O -4.08 -6.58 -3.33  0.072
89 O -2.41 -6.01 -4.97  -0.052
90 C -3.17 -6.34 -6.11  -0.061
91 H -1.25 -5.90 -0.70  0.074
92 H -2.20 -7.24 -1.26  0.096
93 H -2.98 -5.69 -0.97  0.088
94 H -2.93 -5.68 -6.94  0.095
95 H -4.23 -6.21 -5.90  0.090
96 H -3.02 -7.40 -6.34  0.097
97 C -0.99 -2.79 -4.70  -0.057
98 O 0.24 -3.38 -4.90  0.008
99 C 0.88 -3.89 -3.84  -0.510
100 O 0.50 -4.01 -2.67  0.113
101 O 1.97 -4.52 -4.35  -0.006
102 C 2.83 -5.34 -3.65  -0.076
103 H -1.36 -2.59 -5.71  0.110
104 H -0.84 -1.83 -4.21  0.072
105 H -1.67 -3.40 -4.11  0.091
106 H 2.41 -6.21 -3.15  0.074
107 H 3.15 -4.77 -2.78  0.092
108 H 3.70 -5.71 -4.19  0.100
109 C 4.25 -0.93 1.12  -0.036
110 O 4.64 -2.19 1.61  0.023
111 C 4.90 -3.25 0.86  -0.527
112 O 4.54 -3.44 -0.30  0.090
113 O 5.55 -4.25 1.59  -0.066
114 C 5.89 -5.47 0.91  -0.043
115 H 3.17 -0.81 1.07  0.076
116 H 4.57 -0.77 0.09  0.090
117 H 4.53 -0.04 1.69  0.091
118 H 6.47 -6.10 1.58  0.093
119 H 6.43 -5.23 0.00  0.097
120 H 4.94 -5.99 0.77  0.086
121 C -3.21 -2.02 2.64  -0.013
122 O -3.89 -3.13 3.23  0.026
123 C -3.72 -4.34 2.74  -0.593
124 O -3.17 -4.63 1.69  0.113
125 O -4.11 -5.19 3.69  -0.003
126 C -4.38 -6.55 3.48  -0.046
127 H -3.30 -1.19 3.35  0.070
128 H -3.45 -1.58 1.67  0.106
129 H -2.14 -2.17 2.79  0.090
130 H -3.53 -7.11 3.06  0.076
131 H -5.22 -6.56 2.79  0.104
132 H -4.62 -7.16 4.35  0.097
133 C 3.54 3.71 -0.16  -0.063
134 O 2.61 2.92 -0.82  0.011
135 C 3.01 1.88 -1.52  -0.578
136 O 4.18 1.52 -1.73  0.098
137 O 1.98 1.07 -1.75  -0.036
138 C 2.19 -0.06 -2.60  -0.011
139 H 4.01 4.44 -0.82  0.093
140 H 4.41 3.31 0.37  0.102
141 H 2.94 4.22 0.59  0.085
142 H 1.24 -0.56 -2.78  0.093
143 H 2.77 -0.75 -1.99  0.100
144 H 2.62 0.20 -3.57  0.101
145 C 1.63 -2.61 4.92  -0.044
146 O 1.18 -3.91 5.18  -0.006
147 C 2.04 -4.96 5.03  -0.525
148 O 1.76 -6.14 5.41  0.052
149 O 3.05 -4.70 4.24  0.003
150 C 3.67 -5.72 3.51  -0.041
151 H 2.54 -2.37 5.46  0.089
152 H 0.83 -1.95 5.25  0.089
153 H 1.75 -2.44 3.85  0.091
154 H 3.19 -6.70 3.52  0.095
155 H 4.75 -5.74 3.66  0.101
156 H 3.47 -5.37 2.50  0.074
157 C -5.43 2.73 5.02  -0.024
158 O -4.35 1.92 5.39  0.068
159 C -3.58 1.45 4.54  -0.684
160 O -3.77 1.40 3.31  0.063
161 O -2.52 1.03 5.14  0.029
162 C -1.33 0.67 4.44  -0.014
163 H -5.13 3.60 4.44  0.095
164 H -5.95 3.12 5.90  0.101
165 H -6.14 2.20 4.39  0.103
166 H -0.72 1.56 4.59  0.102
167 H -1.43 0.46 3.38  0.072
168 H -0.97 -0.26 4.87  0.092
169 C -0.59 5.69 -8.00  -0.046
170 O -0.51 4.98 -6.78  0.002
171 C 0.21 3.86 -6.72  -0.638
172 O 0.78 3.34 -7.67  0.114
173 O 0.23 3.47 -5.49  0.010
174 C 1.08 2.32 -5.19  0.005
175 H 0.34 5.70 -8.58  0.090
176 H -0.79 6.76 -7.85  0.090
177 H -1.22 5.13 -8.70  0.099
178 H 1.21 2.13 -4.12  0.077
179 H 2.02 2.54 -5.69  0.100
180 H 0.70 1.39 -5.62  0.101

## Properties
- strongest force on any atom (hartree/bohr) = 0.132

Molecular formula: C7H18N
Method: DFT, ωB97M-V with the def2-TZVPD basis set

Each line ends with the natural charge from an NBO analysis.
Atoms and positions in Å:
1 C -0.57 -2.44 1.68  -0.143
2 C -1.06 -1.87 0.56  -0.263
3 C -2.04 -0.77 0.40  -0.652
4 C 0.32 -3.68 1.76  -0.658
5 H -0.78 -1.96 2.66  0.201
6 H -0.70 -2.26 -0.36  0.184
7 H -1.74 0.07 -0.24  0.173
8 H -3.00 -1.14 0.01  0.258
9 H -2.24 -0.31 1.40  0.226
10 H 0.79 -3.88 0.81  0.213
11 H -0.28 -4.61 2.04  0.248
12 H 1.13 -3.56 2.50  0.228
13 C 1.22 1.38 -1.29  -0.224
14 C 0.60 2.68 -0.83  -0.442
15 C 0.25 3.67 -1.95  -0.625
16 N 1.05 0.44 -0.11  -0.692
17 H 0.60 1.01 -2.12  0.235
18 H 2.32 1.48 -1.54  0.245
19 H 1.23 3.19 -0.05  0.223
20 H -0.37 2.52 -0.29  0.213
21 H 1.16 4.01 -2.53  0.227
22 H -0.52 3.34 -2.64  0.225
23 H -0.21 4.63 -1.55  0.245
24 H 1.42 0.85 0.78  0.446
25 H 0.06 0.27 0.02  0.454
26 H 1.46 -0.52 -0.24  0.455

## Properties
- strongest force on any atom (hartree/bohr) = 0.041
- charge = +1

Molecular formula: C5H8N2O3
Method: DFT, ωB97M-V with the def2-TZVPD basis set

Each line ends with the natural charge from an NBO analysis.
Atoms and positions in Å:
1 O -3.10 -1.53 0.42  -0.584
2 C -2.04 -0.93 -0.06  0.651
3 C -0.67 -1.56 -0.35  -0.375
4 C 0.43 -0.67 -0.02  0.065
5 N 0.34 0.78 0.20  -0.670
6 C -0.86 1.44 -0.12  0.805
7 O -1.11 2.58 0.06  -0.563
8 N -1.89 0.46 -0.39  -0.688
9 H -0.61 -2.68 -0.49  0.260
10 H 1.51 -1.20 0.42  0.190
11 H 1.16 1.35 0.82  0.471
12 H -2.78 1.00 -0.18  0.427
13 C 3.59 -0.27 -0.68  -0.258
14 O 3.65 -0.19 0.77  -0.712
15 H 4.59 -0.37 -0.98  0.200
16 H 3.09 -1.24 -0.88  0.164
17 H 2.85 0.53 -1.20  0.174
18 H 2.79 -0.88 1.16  0.441

## Properties
- strongest force on any atom (hartree/bohr) = 0.136
- SMILES string = O=c1cc[nH]c(=O)[nH]1.CO

For the records above, the corresponding gap between HOMO and LUMO values read 0.31677, 0.13139, 0.40839, 0.38285, 0.32934, 0.39086, 0.35094, 0.34587 Ha.
For the records above, the corresponding HOMO level values read -0.3176, -0.7690, -0.3700, -0.3711, -0.3038, -0.3810, -0.4716, -0.3543 Eh.